Version one
{"formula": "C34H42N4P2Re", "method": "wB97M-V/def2-TZVPD", "species": ["H", "H", "C", "H", "C", "H", "C", "C", "H", "N", "C", "H", "H", "H", "C", "C", "C", "H", "C", "H", "Re", "H", "C", "H", "C", "N", "N", "H", "H", "C", "P", "C", "H", "H", "H", "H", "H", "H", "C", "H", "H", "H", "C", "C", "C", "H", "C", "C", "C", "P", "H", "H", "H", "C", "H", "H", "C", "C", "H", "H", "C", "C", "H", "C", "N", "C", "C", "H", "H", "H", "H", "C", "C", "H", "H", "C", "H", "H", "C", "C", "C", "H", "H"], "xyz": [[-2.3270, 0.5833, 2.4577], [1.7511, 0.6033, 7.0506], [-1.5771, -0.9206, 5.7687], [2.4701, 0.5970, -3.7932], [-2.1700, 3.2441, -3.2883], [4.9165, 1.8002, -3.8346], [-0.8401, 1.8382, 3.4005], [-2.0030, 1.0754, -3.9712], [4.3655, -0.5524, -0.1844], [-3.6709, -0.9403, -2.3729], [0.4092, -0.5070, -2.4141], [2.3961, -1.5426, -4.3906], [-1.9002, 0.1507, -4.5338], [0.2782, 3.3290, 4.3455], [-0.2768, 0.0841, 7.5556], [-3.9764, -2.2987, -2.5065], [-0.6101, -1.2107, 3.3901], [1.5883, -0.2713, 4.7155], [0.7304, -0.3233, 5.3835], [-2.2392, 2.9665, 1.1837], [0.1656, -0.3251, 1.3763], [2.3719, -1.6692, 0.8079], [-2.0085, 2.3958, -4.4244], [-5.5652, -3.3870, -3.6195], [4.2662, -0.0403, -1.1395], [3.0778, -0.1447, -1.8598], [2.2680, -2.5051, -2.4481], [-6.2243, -0.8831, -4.5121], [0.9398, -2.6040, 1.4617], [-1.4884, 1.2858, 2.3012], [-2.1787, -0.3029, -1.4006], [0.8596, 1.4849, 0.5524], [-2.5153, -1.3463, 5.4059], [2.1874, 2.2452, 3.6868], [-2.1380, 4.3320, -3.2596], [-2.6732, 2.6366, -1.1908], [-0.8277, -2.2145, -1.7407], [3.3605, -3.9297, -5.2368], [2.5992, -3.7870, -2.0149], [-1.2618, -1.5650, -3.3212], [-0.2275, -2.2449, 3.2940], [2.0112, 3.3996, 2.3278], [-5.0758, -2.4516, -3.3548], [-1.4719, -0.4757, 7.0846], [0.1571, 2.9265, 3.3263], [2.4473, -4.0498, -0.9934], [-5.4433, -1.1467, -3.8076], [1.5465, 2.5068, 2.8160], [-4.5955, -0.2391, -3.1652], [1.6450, -1.1507, -1.2629], [1.4362, 1.3159, -0.3589], [0.0472, 3.4804, 0.8125], [-0.1991, 0.4390, 8.5915], [1.5936, -1.7214, 1.5924], [0.7544, -0.4796, -3.4606], [2.6025, 0.9377, 1.7231], [1.5810, 1.3464, 1.8078], [4.5090, 1.1675, -3.0432], [3.4206, -5.5737, -3.0637], [-0.2573, 3.7205, 2.6912], [5.1471, 0.7795, -1.8345], [2.5597, -2.4334, -3.8140], [-1.6979, -1.2600, 3.1811], [-1.6168, 2.0696, 0.9890], [-2.1912, 1.0775, -2.5913], [3.0947, -4.5508, -3.0939], [0.8202, 0.1700, 6.6922], [-4.5720, 0.8390, -3.2335], [-2.3279, -0.5712, 7.7585], [-1.0104, 1.4164, 4.3867], [-3.3949, -3.0413, -1.9821], [3.0636, -3.6807, -4.2433], [-2.3738, 2.4152, -2.1975], [1.9826, -1.6929, 2.6177], [-1.9234, 2.6925, -5.4530], [-0.4785, -0.8219, 4.8859], [0.3082, 0.5360, -2.0852], [6.1429, 1.0604, -1.5111], [-0.9324, -1.2775, -2.3125], [-0.2743, 2.5011, 0.3794], [3.2516, 0.5661, -3.0444], [-2.1603, 1.4327, 0.2653], [-0.4271, 2.6850, -0.7020]], "lowdin_charge": [0.10, 0.11, -0.06, 0.09, -0.05, 0.11, -0.03, -0.16, 0.11, -0.18, -0.43, 0.11, 0.11, 0.13, -0.08, -0.02, -0.19, 0.10, -0.07, 0.13, 1.07, -0.08, -0.05, 0.13, -0.13, -0.25, -0.16, 0.13, 0.01, -0.21, 1.18, -0.37, 0.11, 0.12, 0.12, 0.09, 0.06, 0.12, 0.00, 0.08, 0.05, 0.14, 0.02, -0.08, -0.17, 0.13, 0.03, -0.16, 0.01, 1.16, 0.07, 0.11, 0.11, -0.38, 0.07, 0.10, -0.24, -0.06, 0.12, 0.11, -0.07, 0.00, 0.03, -0.25, -0.28, 0.04, -0.08, 0.13, 0.11, 0.11, 0.13, 0.03, -0.14, 0.02, 0.11, -0.31, 0.06, 0.11, -0.43, -0.21, -0.16, -0.01, 0.09], "spin_multiplicity": 4, "total_charge": 2, "gap_ev": [5.82, 2.60], "e_homo_ev": [-11.93, -11.63]}


Version two
{"formula": "C34H42N4P2Re", "method": "wB97M-V/def2-TZVPD", "species": ["H", "C", "H", "C", "H", "H", "P", "C", "C", "N", "H", "H", "C", "C", "H", "H", "H", "H", "C", "H", "C", "C", "C", "C", "N", "C", "H", "H", "C", "H", "H", "H", "H", "C", "H", "N", "C", "C", "H", "H", "H", "C", "H", "H", "C", "H", "H", "C", "C", "H", "C", "C", "H", "Re", "C", "H", "H", "C", "H", "H", "C", "H", "H", "C", "H", "H", "C", "C", "C", "C", "P", "H", "H", "H", "C", "H", "H", "N", "C", "C", "H", "H", "C"], "xyz": [[5.9273, 2.0377, -1.5927], [-3.7122, -2.8313, 5.8145], [0.6194, 0.5266, -6.8836], [-3.2856, -1.6135, 6.3446], [-4.7331, 0.2850, 3.2659], [-5.1275, -1.2243, 2.3842], [2.7996, 2.0844, -1.8874], [0.1248, -0.0960, -6.1539], [-0.9139, 4.7441, -6.0562], [-0.0615, 0.3416, -4.8377], [2.5000, 1.8313, -5.6185], [3.5665, -2.4349, -0.1353], [-1.1701, -0.4125, 0.8886], [-1.5576, -3.3693, 1.5712], [5.0689, 6.0095, -0.0220], [-5.1174, -4.2173, 8.5951], [-0.9108, -0.7647, -0.1229], [-0.4172, -1.9772, -7.1645], [2.3760, 1.4803, -4.5867], [-1.1557, -4.3844, 3.4190], [-4.6008, -3.4916, 7.9669], [5.4648, 2.9399, -1.2262], [-4.6720, -0.8123, 3.2930], [0.6031, 3.1280, -6.5549], [0.1168, 2.8826, -5.2678], [-4.3685, -3.7715, 6.6158], [-4.6987, -4.7146, 6.1768], [7.0937, 4.3155, -0.6710], [-0.8234, 3.8801, -4.9731], [5.5556, -2.0763, -1.9617], [-4.3501, -2.0517, 9.5680], [-1.2671, 0.6817, 0.8109], [-2.0197, -4.3452, 1.3538], [-2.5211, -0.9619, 1.3069], [4.3710, 1.9061, -3.8217], [3.5877, 0.5523, -1.5624], [-0.0050, 4.2722, -7.0589], [3.7765, 4.3518, -0.6761], [2.7463, 4.6562, -0.5801], [-1.5505, 5.6143, -6.1296], [0.2985, -3.7424, 2.6785], [4.9647, 5.0087, -0.4140], [-1.5578, -0.4145, 5.8100], [-1.4164, -2.6718, -4.7321], [6.0390, 4.1163, -0.7573], [5.2890, 0.4581, -2.8959], [0.6149, 0.1847, 1.9412], [-0.8741, -2.2903, 3.7745], [-0.7600, -3.5110, 2.8766], [-0.6896, -2.4974, 4.8356], [-3.5111, -1.3452, 7.7037], [-2.6898, -2.3525, 1.6703], [3.3107, 3.3318, -3.8653], [-2.6116, -1.1344, 3.3734], [4.8040, -1.3552, -1.6725], [-3.1619, -0.3871, 8.1109], [-0.9037, -3.1509, 0.7110], [3.7528, -1.5437, -0.7165], [0.6152, -1.5347, 1.5339], [-3.3986, -0.4526, 0.8832], [-4.1691, -2.2722, 8.5128], [-3.5359, -3.0187, 4.7385], [-3.6800, -2.7924, 1.5133], [-2.5995, -0.5762, 5.4815], [-3.1444, 0.3848, 5.5013], [-5.1994, -1.1665, 4.1879], [-0.4100, -1.3742, -6.2721], [-0.9394, -1.7361, -4.9859], [-0.7205, -0.6731, -4.1283], [3.0197, -0.3663, -0.6695], [0.6249, 1.7140, -4.0082], [0.1874, 4.7157, -8.0248], [-0.9460, -0.5218, -3.0838], [2.5887, 0.3980, -4.5741], [-0.0306, -0.7097, 1.8907], [-0.1662, -0.2536, 4.0637], [-1.3240, 3.8743, -4.0179], [4.0706, 3.0678, -1.1671], [-0.5166, -0.9673, 3.3079], [3.3392, 2.2474, -3.6639], [1.3427, 2.4860, -7.0135], [2.1516, -0.0810, -0.0988], [4.6840, -0.0652, -2.1689]], "lowdin_charge": [0.12, -0.09, 0.09, -0.31, 0.05, 0.03, 1.04, -0.12, -0.08, -0.29, 0.07, 0.10, -0.18, -0.17, 0.13, 0.11, 0.12, 0.10, -0.38, 0.12, -0.06, 0.03, -0.20, -0.16, -0.26, -0.06, 0.11, 0.13, -0.15, 0.11, 0.12, 0.12, 0.12, -0.31, 0.07, -0.28, -0.07, 0.00, 0.14, 0.10, 0.13, 0.03, 0.07, 0.09, 0.04, 0.10, 0.12, -0.27, -0.17, 0.13, -0.04, -0.28, 0.09, 1.50, -0.05, 0.12, 0.12, -0.07, 0.12, 0.12, -0.05, 0.09, 0.12, -0.21, 0.09, 0.04, -0.06, -0.09, -0.16, -0.14, 1.04, 0.10, 0.08, 0.10, -0.17, 0.13, 0.09, -0.22, -0.24, -0.38, 0.09, 0.07, -0.15], "spin_multiplicity": 4, "total_charge": 2, "gap_ev": [4.24, 2.86], "e_homo_ev": [-11.98, -11.98]}


Most stable: version two (next structure +73.2 kcal/mol)


Version one
{"formula": "C10H14N3O", "method": "wB97M-V/def2-TZVPD", "species": ["C", "H", "C", "H", "H", "H", "N", "C", "C", "C", "H", "H", "N", "C", "H", "C", "C", "H", "H", "C", "C", "O", "H", "H", "H", "H", "N", "H"], "xyz": [[2.8637, -1.3260, -0.8162], [-0.9352, -2.0036, -0.3534], [2.0980, -0.4813, 0.1247], [2.6501, 1.4388, -1.1130], [3.8787, -0.3334, 1.1836], [-5.0381, -0.4257, -0.5626], [0.0867, 2.3945, -0.7958], [-3.9990, -0.3405, -0.2526], [-1.3794, -0.0740, 0.4074], [2.8406, -0.3269, 1.4612], [2.5559, 0.6516, 1.9724], [2.2621, -1.9523, -1.5686], [1.9190, 0.8933, -0.6054], [-3.5957, 0.7490, 0.4393], [-2.0914, 1.7043, 1.4168], [0.7390, 1.3711, -0.3218], [-3.1435, -1.4145, -0.5810], [3.3138, -1.9877, -0.0408], [0.5542, 3.1708, -1.0658], [-1.7380, -1.2014, -0.2587], [-2.2397, 0.8976, 0.6993], [0.7485, -0.9344, 0.1418], [-3.5121, -2.2885, -0.9693], [3.5992, -0.8978, -1.4722], [-0.8330, 2.3510, -0.4822], [-4.1857, 1.5740, 0.6333], [-0.0060, 0.1128, 0.6739], [2.5876, -1.3208, 2.1058]], "nbo_charge": [-0.67, 0.25, 0.44, 0.45, 0.23, 0.23, -0.73, -0.20, 0.03, -0.66, 0.24, 0.26, -0.59, -0.17, 0.24, 0.66, -0.15, 0.24, 0.42, -0.21, -0.28, -0.36, 0.23, 0.25, 0.43, 0.22, -0.07, 0.27], "smiles": "CC1(C)NC(=[NH2+])N(c2ccccc2)O1", "total_charge": 1, "gap_ev": 9.39, "e_homo_ev": -12.46}


Version two
{"formula": "C10H14N3O", "method": "wB97M-V/def2-TZVPD", "species": ["H", "N", "H", "C", "C", "N", "O", "H", "C", "H", "H", "C", "H", "C", "H", "C", "H", "C", "H", "H", "N", "H", "H", "C", "C", "H", "C", "H"], "xyz": [[2.3212, 0.5568, -1.5616], [0.3019, 1.0660, -0.7395], [-4.2947, 0.9303, -0.3449], [0.3983, -1.6730, 0.1142], [1.2489, 0.1018, -1.3482], [1.3703, -1.1068, -0.5910], [0.6502, -2.6098, 0.8169], [3.3127, -0.8179, 0.1319], [-0.9059, -0.9579, -0.0349], [3.1682, -1.7557, -1.4285], [0.8811, -0.2269, -2.4255], [-2.1221, -1.5688, 0.2455], [0.3129, 1.8747, 2.3501], [1.1103, 1.4646, 1.6617], [-2.1467, 2.1887, -0.8353], [-3.2969, -0.8238, 0.1223], [2.6883, -2.4764, 0.2205], [-0.9006, 0.4026, -0.4096], [-0.1067, 2.6807, 0.1822], [-2.0487, -2.5219, 0.7000], [0.6647, 1.9924, 0.3161], [0.8027, 0.3665, 1.7420], [-4.2504, -1.4637, 0.3141], [2.7260, -1.5959, -0.4240], [-2.1274, 1.1703, -0.3897], [2.1078, 1.7285, 1.9967], [-3.3392, 0.5286, -0.1979], [1.4737, 2.5460, -0.1839]], "nbo_charge": [0.24, -0.30, 0.24, 0.64, -0.07, -0.46, -0.58, 0.18, -0.15, 0.21, 0.25, -0.14, 0.25, -0.47, 0.23, -0.18, 0.27, 0.10, 0.47, 0.25, -0.37, 0.27, 0.24, -0.43, -0.24, 0.26, -0.18, 0.45], "smiles": "C[NH2+]N1CN(C)C(=O)c2ccccc21", "total_charge": 1, "gap_ev": 9.37, "e_homo_ev": -12.86}


Version three
{"formula": "C10H14N3O", "method": "wB97M-V/def2-TZVPD", "species": ["C", "H", "H", "N", "H", "C", "H", "C", "H", "O", "C", "H", "C", "C", "H", "H", "H", "C", "H", "H", "C", "N", "N", "H", "H", "H", "C", "C"], "xyz": [[-0.5295, -0.0053, -0.1876], [3.1574, 1.7721, 1.7696], [2.1310, -1.4298, -0.5917], [-1.7762, -5.1857, 0.5217], [0.7339, 1.0479, 1.8089], [1.6951, -0.5846, -1.0006], [-0.9708, -0.0712, 2.0897], [-2.6116, -0.2260, -1.3216], [2.5483, 1.2979, -2.0174], [3.4760, 0.9083, -0.1580], [1.4513, 0.5579, 1.1846], [3.7572, -0.0520, -1.8058], [2.6275, 1.5431, 0.7711], [-1.2451, -0.2464, -1.3073], [1.1805, -0.7932, -1.9405], [-1.2215, 1.5967, 1.4819], [1.8216, -0.3512, 1.6815], [-3.4708, 0.2222, -0.1975], [-3.6797, 0.9397, 1.8042], [2.1318, 2.3817, 0.2676], [-2.9467, 0.4870, 1.0050], [-1.8359, -4.1657, 0.9108], [0.7424, -0.0304, -0.0342], [-0.8381, -0.5549, -2.2167], [-4.5130, 0.4097, -0.2686], [-3.2143, -0.4402, -2.1428], [2.8439, 0.4383, -1.3347], [-1.4448, 0.5338, 1.2284]], "nbo_charge": [0.43, 0.24, 0.23, 0.03, 0.22, -0.26, 0.27, 0.03, 0.19, -0.51, -0.24, 0.24, -0.07, -0.37, 0.23, 0.26, 0.22, -0.28, 0.25, 0.18, -0.08, -0.03, -0.30, 0.24, 0.25, 0.23, -0.09, -0.49], "total_charge": 1, "gap_ev": 8.21, "e_homo_ev": -13.01}


Most stable: version three (next structure +13.5 kcal/mol)


Version one
{"formula": "CH3FIP", "method": "wB97M-V/def2-TZVPD", "species": ["F", "I", "H", "H", "P", "C", "H"], "xyz": [[-0.6966, -2.0333, -0.3771], [2.8784, -0.0882, -0.0925], [-0.6491, 0.3585, -1.0520], [1.8826, 0.9085, 0.4909], [-1.3586, -0.9980, 0.7017], [-1.0804, 0.4373, -0.0902], [-0.9764, 1.4152, 0.4192]], "nbo_charge": [-0.59, -0.08, 0.23, 0.08, 1.07, -0.96, 0.24], "smiles": "C=PF.I", "gap_ev": 9.69, "e_homo_ev": -9.75}


Version two
{"formula": "CH3FIP", "method": "wB97M-V/def2-TZVPD", "species": ["F", "C", "I", "H", "P", "H", "H"], "xyz": [[-0.0839, -0.9288, 1.9661], [0.4607, 0.4098, -0.2451], [0.0686, 0.5112, -2.3368], [1.3554, 0.9239, -0.1501], [-0.0105, -1.3067, 0.3608], [-0.4736, 1.2079, 0.4412], [-1.3167, -0.8173, -0.0362]], "nbo_charge": [-0.58, -0.89, 0.12, 0.21, 0.98, 0.24, -0.08], "gap_ev": 9.76, "e_homo_ev": -9.65}


Most stable: version one (next structure +7.6 kcal/mol)


Version one
{"formula": "C3H12N3O", "method": "wB97M-V/def2-TZVPD", "species": ["H", "H", "H", "N", "N", "C", "O", "H", "H", "H", "H", "C", "C", "H", "H", "H", "H", "N", "H"], "xyz": [[-0.7592, 0.0330, -0.0197], [0.9427, 1.8028, -0.5412], [1.5977, 0.3852, 0.3710], [1.3386, -0.1025, -1.6537], [-0.8208, -0.6986, -0.6777], [-1.5398, 0.7827, 2.5056], [-1.4440, 2.0580, 1.8319], [-1.4439, -1.4185, -0.5149], [1.3784, -2.4735, -2.4440], [2.1925, -0.4409, -2.1193], [-1.1036, -0.0146, 1.9072], [0.2863, -1.0122, -1.4312], [1.6421, 0.8819, -0.6607], [-1.3186, 0.6209, 3.5120], [-1.2885, 2.8584, 2.3823], [2.6555, 1.2626, -0.8200], [-0.1575, -2.9917, -2.1593], [0.5397, -2.2400, -2.0500], [-2.6978, 0.7070, 2.5818]], "nbo_charge": [0.44, 0.24, 0.20, -0.56, -0.74, -0.26, -0.76, 0.42, 0.42, 0.42, 0.14, 0.70, -0.46, 0.20, 0.50, 0.25, 0.43, -0.76, 0.19], "total_charge": 1, "gap_ev": 10.18, "e_homo_ev": -13.37}


Version two
{"formula": "C3H12N3O", "method": "wB97M-V/def2-TZVPD", "species": ["N", "C", "H", "C", "H", "H", "H", "H", "O", "H", "N", "N", "H", "H", "H", "H", "H", "C", "H"], "xyz": [[-0.4343, -0.1476, 0.4479], [-2.3250, 0.5528, -0.6388], [-1.7285, -1.6609, 0.0217], [0.6292, 0.3565, 1.0486], [0.9973, -0.1965, 1.8890], [-2.6089, 1.3532, 0.0882], [2.5224, 0.3104, -1.6142], [-0.5419, 1.4623, -0.4693], [0.9426, 1.6253, 0.7285], [0.0614, -2.0006, 0.3131], [-0.8919, 0.5347, -0.6680], [2.6470, -0.1406, -0.6421], [-2.6928, 1.0239, -1.5998], [1.8741, 1.8830, 0.9004], [2.4124, -1.1369, -0.9725], [3.7418, -0.2988, -0.5983], [-1.0579, -1.6615, 1.7013], [-0.8384, -1.4795, 0.6566], [-2.7085, -0.3793, -0.5921]], "nbo_charge": [-0.15, -0.44, 0.25, 0.52, 0.22, 0.21, 0.38, 0.39, -0.66, 0.24, -0.40, -1.12, 0.24, 0.55, 0.37, 0.39, 0.25, -0.43, 0.20], "total_charge": 1, "gap_ev": 10.04, "e_homo_ev": -13.71}


Most stable: version one (next structure +34.4 kcal/mol)